Record 1
Computed, not measured: a cluster of 12 separate species, C40H110N6O20 in total, with ωB97M-V/def2-TZVPD.

Results
SMILES string: COC[C@H](C)N.COC[C@H](C)N.COC[C@H](C)N.COC[C@H](C)N.COCCNCCOC.COCCNCCOC.OCCO.OCCO.OCCO.OCCO.OCCO.OCCO
HOMO level, eV: -8.81
Multiplicity: 1
Orbital gap, eV: 9.27
Strongest force on any atom, eV/Å: 3.47
ΔE to the lowest compared entry with this formula, charge and spin, kJ/mol: 0.00

Last column: Mulliken charge in e.
Cartesian coordinates (Å):
C 0.154 -4.549 0.370  -0.325
O 1.365 -5.320 0.689  -0.375
C 1.977 -5.087 1.933  -0.258
C 3.122 -6.101 2.027  0.486
C 3.833 -6.065 3.376  -1.460
N 4.079 -5.744 0.992  -0.650
H -0.130 -4.883 -0.606  0.211
H 0.379 -3.480 0.419  -0.060
H -0.630 -4.648 1.143  0.498
H 2.405 -4.056 1.973  -0.169
H 1.230 -5.217 2.765  0.368
H 2.703 -7.096 1.876  0.272
H 4.285 -5.073 3.487  0.297
H 4.605 -6.883 3.438  0.372
H 3.158 -6.204 4.212  0.381
H 3.579 -5.689 0.085  0.184
H 4.750 -6.512 0.941  0.262
C 4.790 3.775 2.834  -0.988
O 4.178 2.547 2.491  0.092
C 4.549 1.387 3.254  -1.248
C 3.948 0.092 2.657  2.351
C 4.065 -1.049 3.663  -1.591
N 4.578 -0.282 1.375  -0.257
H 5.881 3.731 2.765  0.289
H 4.564 4.080 3.840  0.347
H 4.324 4.592 2.225  0.239
H 5.643 1.249 3.281  0.418
H 4.226 1.582 4.279  0.426
H 2.853 0.249 2.415  -1.333
H 3.703 -1.888 3.080  0.317
H 3.347 -0.979 4.451  0.261
H 5.101 -1.164 4.069  0.434
H 4.441 0.466 0.700  0.035
H 5.507 -0.607 1.521  0.220
C -2.929 -0.330 6.086  -0.865
O -1.802 -0.102 5.191  0.189
C -0.502 -0.532 5.632  -1.140
C 0.036 -1.699 4.811  0.407
C 0.325 -1.120 3.346  1.410
N -0.847 -2.856 4.699  -0.668
H -3.792 0.132 5.590  0.173
H -2.704 0.254 6.994  0.359
H -3.216 -1.395 6.273  0.281
H 0.156 0.335 5.582  0.244
H -0.571 -0.879 6.727  0.447
H 0.927 -2.020 5.308  0.605
H 1.016 -0.306 3.424  -1.199
H -0.680 -0.763 3.050  -0.829
H 0.698 -1.856 2.665  0.149
H -1.144 -3.010 5.614  0.326
H -1.707 -2.625 4.164  0.197
C 2.076 -5.772 -2.607  -0.438
O 2.825 -4.620 -2.511  -0.388
C 2.159 -3.329 -2.695  0.106
C 3.261 -2.244 -2.673  -0.181
C 3.897 -2.204 -1.294  -1.023
N 2.692 -0.961 -3.201  -0.361
H 2.650 -6.628 -2.995  0.231
H 1.305 -5.567 -3.363  0.228
H 1.609 -6.033 -1.613  0.069
H 1.668 -3.428 -3.697  0.439
H 1.446 -3.060 -1.913  -0.114
H 3.988 -2.668 -3.386  0.340
H 4.315 -3.169 -0.964  0.409
H 3.187 -1.835 -0.569  0.031
H 4.660 -1.421 -1.404  0.241
H 2.396 -1.213 -4.140  0.363
H 1.835 -0.669 -2.780  -0.070
C -5.110 3.920 -3.473  -0.733
O -4.441 3.776 -2.255  -0.343
C -3.704 2.558 -2.156  0.251
C -2.307 2.566 -2.862  1.236
N -1.497 3.682 -2.369  0.108
C -0.175 3.594 -3.064  -0.907
C 0.655 4.704 -2.430  0.048
O 1.809 5.073 -3.137  -0.508
C 2.713 5.939 -2.425  -0.419
H -4.393 3.877 -4.337  0.257
H -5.572 4.910 -3.431  0.290
H -5.786 3.105 -3.680  0.312
H -4.366 1.729 -2.537  0.571
H -3.593 2.367 -1.083  -0.605
H -2.401 2.602 -3.939  -0.190
H -1.745 1.652 -2.617  -1.138
H -1.982 4.551 -2.635  0.344
H -0.255 3.882 -4.141  0.232
H 0.212 2.621 -2.967  0.367
H 0.853 4.363 -1.368  0.165
H -0.007 5.627 -2.506  0.324
H 2.927 6.826 -3.024  0.314
H 3.617 5.408 -2.326  0.117
H 2.391 6.264 -1.374  0.178
C -4.780 -4.177 -3.722  -0.516
O -3.533 -4.346 -4.432  -0.384
C -2.347 -4.573 -3.581  -0.786
C -1.995 -3.309 -2.794  0.975
N -1.452 -2.213 -3.587  0.143
C -2.457 -1.379 -4.347  -0.696
C -1.702 -0.405 -5.255  -0.269
O -2.595 0.377 -5.971  -0.411
C -1.971 1.432 -6.761  -0.743
H -5.484 -3.616 -4.390  0.270
H -4.702 -3.552 -2.834  0.120
H -5.193 -5.165 -3.414  0.299
H -1.539 -4.762 -4.285  0.231
H -2.553 -5.432 -2.915  0.408
H -1.182 -3.543 -2.074  -0.656
H -2.883 -2.943 -2.243  -0.481
H -0.717 -2.605 -4.225  0.154
H -3.181 -0.828 -3.692  0.199
H -3.038 -2.041 -4.994  0.568
H -1.108 -1.075 -5.900  0.456
H -1.104 0.195 -4.583  0.166
H -2.543 1.500 -7.681  0.306
H -0.957 1.177 -7.080  0.333
H -1.974 2.387 -6.263  0.193
O 1.400 3.203 2.384  -0.289
C 0.887 2.686 3.633  0.688
C -0.572 3.095 3.663  -0.939
O -1.325 2.395 2.777  0.698
H 2.350 3.151 2.499  -0.063
H 0.927 1.593 3.731  -0.791
H 1.446 3.151 4.379  0.799
H -0.677 4.214 3.575  0.239
H -0.900 2.852 4.694  0.362
H -1.599 3.071 2.096  -0.239
O -3.590 0.924 3.186  -0.530
C -4.109 1.409 1.975  0.355
C -5.521 0.907 1.808  -0.918
O -5.679 -0.542 1.670  -0.651
H -2.731 1.319 3.431  0.309
H -4.138 2.474 1.903  0.437
H -3.493 1.073 1.120  -0.359
H -6.013 1.294 0.922  0.476
H -6.022 1.145 2.734  0.356
H -4.981 -0.899 2.229  0.229
O -1.931 3.761 0.653  -0.074
C -2.373 5.119 0.861  -0.778
C -1.273 6.141 0.899  -0.043
O -2.004 7.285 1.461  -0.562
H -1.906 3.600 -0.327  -0.544
H -3.119 5.385 0.121  0.588
H -2.863 5.090 1.855  0.388
H -0.844 6.441 -0.045  0.268
H -0.496 5.710 1.604  -0.075
H -1.469 8.052 1.277  0.340
O 3.393 2.288 -0.752  -0.030
C 3.701 2.213 -2.187  0.638
C 5.184 2.545 -2.342  -0.969
O 5.398 3.901 -2.166  -0.613
H 2.549 1.824 -0.684  0.000
H 3.543 1.257 -2.675  -0.127
H 3.109 2.897 -2.818  0.055
H 5.442 2.300 -3.378  0.382
H 5.723 1.916 -1.630  0.347
H 5.171 4.218 -1.301  0.296
O 1.115 1.233 0.497  0.736
C -0.189 0.937 0.122  1.031
C -0.278 -0.350 -0.644  0.412
O -0.065 -0.087 -2.047  0.153
H 1.109 2.023 1.126  -0.335
H -0.863 0.875 0.957  -0.889
H -0.576 1.748 -0.499  -0.252
H -1.193 -0.926 -0.491  -0.226
H 0.511 -0.959 -0.251  -0.361
H -0.425 -0.866 -2.534  -0.289
O -4.170 -2.132 -0.236  -0.496
C -3.495 -2.936 0.708  -0.352
C -2.686 -2.107 1.611  1.670
O -3.231 -1.883 2.888  -0.812
H -4.766 -1.572 0.268  0.420
H -4.143 -3.556 1.344  0.447
H -2.725 -3.440 0.092  -0.049
H -2.473 -1.217 1.010  -0.337
H -1.694 -2.562 1.787  -0.474
H -3.005 -0.955 3.248  0.186



Record 2
Computed, not measured: a cluster of 11 separate species, C40H111N9O11 in total, with ωB97M-V/def2-TZVPD.

Results
HOMO level (alpha / beta), eV: 0.76 / -6.60
Multiplicity: 2
Total charge: -1
Orbital gap (alpha / beta), eV: 1.47 / 8.80
Strongest force on any atom, eV/Å: 3.08
ΔE to the lowest compared entry with this formula, charge and spin, kJ/mol: 0.00
Expectation value of S²: 0.7503

Last column: Mulliken charge in e.
Cartesian coordinates (Å):
C -5.975 0.638 -3.859  -1.047
C -6.108 1.700 -2.845  0.427
C -4.757 2.351 -2.544  -1.152
O -3.740 1.393 -2.064  0.220
C -2.469 1.955 -1.978  -0.596
N -6.995 2.625 -3.486  -0.693
H -5.308 -0.148 -3.504  -0.068
H -5.578 0.994 -4.810  0.298
H -6.922 0.153 -4.097  0.405
H -6.554 1.353 -1.913  0.339
H -4.852 3.198 -1.865  0.137
H -4.478 2.715 -3.533  0.501
H -2.430 2.517 -1.045  0.233
H -2.153 2.645 -2.760  0.466
H -1.762 1.126 -1.941  -0.311
H -7.357 3.308 -2.836  0.315
H -6.434 3.228 -4.070  0.309
C 2.757 3.913 0.474  -1.631
C 3.316 4.020 1.914  1.116
C 4.719 4.616 1.953  -1.932
O 4.710 5.963 1.465  0.514
C 5.890 6.510 1.059  -1.433
N 2.328 4.787 2.610  -0.624
H 3.339 3.294 -0.209  0.146
H 2.743 4.865 -0.057  0.371
H 1.757 3.483 0.417  0.332
H 3.320 3.010 2.325  0.223
H 5.286 3.883 1.379  0.397
H 5.154 4.582 2.953  0.434
H 6.184 6.127 0.082  0.273
H 6.696 6.379 1.781  0.333
H 5.790 7.586 0.917  0.280
H 2.651 4.918 3.558  0.333
H 2.399 5.745 2.297  0.215
C 1.786 -3.674 -1.648  -1.749
C 0.963 -4.261 -2.741  2.874
C 1.670 -5.344 -3.521  -0.756
O 2.701 -4.796 -4.273  -0.314
C 3.191 -5.736 -5.161  -0.876
N -0.163 -4.903 -2.100  -0.656
H 2.284 -4.417 -1.026  0.396
H 1.230 -3.104 -0.904  -0.112
H 2.601 -3.038 -1.995  0.491
H 0.585 -3.412 -3.311  -1.729
H 0.931 -5.777 -4.196  0.416
H 1.975 -6.143 -2.845  0.561
H 3.688 -6.559 -4.646  0.328
H 3.967 -5.284 -5.779  0.281
H 2.435 -6.054 -5.878  0.342
H -0.686 -4.336 -1.449  -0.162
H -0.912 -5.092 -2.750  0.379
C -2.512 -1.608 -0.908  1.486
C -3.855 -2.124 -1.451  1.122
C -4.331 -3.532 -0.937  -1.295
O -3.329 -4.422 -1.450  -0.047
C -3.532 -5.740 -0.912  -0.947
N -4.834 -1.078 -1.143  -0.471
H -1.703 -2.299 -1.146  -0.155
H -2.444 -1.414 0.163  -0.930
H -2.326 -0.654 -1.401  -0.703
H -3.880 -2.238 -2.535  0.122
H -5.363 -3.723 -1.233  0.361
H -4.387 -3.500 0.151  0.233
H -2.856 -6.498 -1.308  0.262
H -4.478 -6.131 -1.288  0.374
H -3.487 -5.716 0.176  0.294
H -4.503 -0.178 -1.459  0.088
H -4.842 -0.923 -0.145  0.342
C 0.560 1.068 3.607  -0.468
C -0.308 2.297 3.812  2.830
C 0.098 3.199 5.011  -1.250
O 0.025 2.429 6.206  0.563
C 0.694 3.031 7.333  -1.837
N -0.367 3.087 2.588  -0.295
H 0.154 0.543 2.742  -0.474
H 0.468 0.337 4.410  0.615
H 1.578 1.323 3.310  0.079
H -1.291 1.899 4.065  -1.511
H -0.623 4.003 5.155  0.242
H 1.012 3.756 4.805  -0.031
H 1.734 3.347 7.248  0.518
H 0.573 2.378 8.198  0.294
H 0.140 3.951 7.520  0.350
H -1.082 3.755 2.837  0.490
H 0.481 3.630 2.500  -0.395
C 8.468 1.802 1.932  -1.565
C 7.477 1.398 3.013  0.478
C 6.355 0.539 2.453  -1.047
O 5.588 1.286 1.520  0.334
C 4.558 0.571 0.791  0.058
N 8.267 0.720 4.015  -0.715
H 9.298 2.423 2.268  0.543
H 7.901 2.432 1.246  0.315
H 8.841 0.930 1.394  0.254
H 7.033 2.266 3.499  -0.078
H 5.688 0.256 3.267  0.348
H 6.768 -0.405 2.096  0.365
H 3.819 1.207 0.305  -0.315
H 4.010 -0.038 1.510  0.069
H 4.844 -0.140 0.017  0.374
H 8.590 -0.123 3.562  0.361
H 9.111 1.273 4.046  0.319
C -2.222 -3.558 2.634  -0.847
C -0.707 -3.426 2.449  2.184
C -0.039 -2.647 3.629  -0.240
O 1.344 -2.894 3.754  -0.446
C 2.116 -2.250 2.755  -0.057
N -0.113 -4.744 2.478  -0.845
H -2.461 -3.736 3.682  0.505
H -2.651 -4.276 1.935  0.038
H -2.793 -2.642 2.481  -0.164
H -0.400 -3.065 1.468  -0.989
H -0.353 -2.926 4.635  0.269
H -0.384 -1.613 3.637  -0.176
H 3.114 -2.678 2.663  0.358
H 2.246 -1.180 2.919  -0.001
H 1.680 -2.406 1.768  -0.120
H 0.818 -4.679 2.866  0.254
H -0.460 -5.501 3.048  0.243
C 0.105 -0.516 -4.684  -1.322
C -0.963 -1.616 -4.929  1.634
C -2.136 -1.212 -5.843  -0.932
O -3.021 -2.373 -5.858  -0.309
C -4.210 -2.153 -6.541  -0.557
N -0.157 -2.676 -5.582  -0.917
H -0.373 0.338 -4.205  0.010
H 0.610 -0.113 -5.562  0.384
H 0.918 -0.833 -4.031  0.235
H -1.309 -1.940 -3.947  -0.406
H -1.773 -0.998 -6.848  0.512
H -2.610 -0.281 -5.533  0.380
H -4.838 -3.036 -6.666  0.254
H -3.955 -1.730 -7.513  0.343
H -4.821 -1.443 -5.983  0.042
H -0.987 -3.209 -5.800  0.406
H 0.328 -3.223 -4.886  0.433
C -4.046 1.769 1.437  -1.560
C -3.869 0.448 2.129  2.732
C -3.882 0.508 3.689  -1.753
O -3.584 -0.806 4.169  0.278
C -3.795 -0.887 5.595  -1.367
N -4.965 -0.427 1.682  -0.638
H -5.003 2.222 1.697  0.503
H -3.982 1.693 0.352  0.054
H -3.206 2.397 1.730  0.057
H -2.937 0.009 1.775  -0.958
H -4.871 0.801 4.042  0.522
H -3.208 1.230 4.152  0.400
H -3.157 -0.190 6.139  0.282
H -3.795 -1.915 5.958  0.278
H -4.784 -0.570 5.928  0.371
H -5.048 -1.169 2.363  0.220
H -5.792 0.152 1.669  0.322
C 1.475 3.431 -3.313  -0.520
C 3.012 3.501 -3.293  -0.438
O 3.467 2.317 -2.673  -0.313
H 1.102 3.270 -2.301  -0.058
H 1.089 2.588 -3.886  0.023
H 1.144 4.398 -3.691  0.493
H 3.352 4.269 -2.598  0.253
H 3.538 3.697 -4.228  0.409
H 4.424 2.393 -2.642  0.168
C 1.127 0.070 -1.216  0.723
C 0.482 0.310 0.164  1.597
O 0.138 1.637 0.108  -0.100
H 0.555 0.388 -2.088  -0.723
H 1.427 -0.969 -1.354  -0.260
H 2.058 0.637 -1.214  -0.386
H 1.275 0.154 0.896  0.250
H -0.412 -0.243 0.454  -0.682
H -0.082 1.977 0.979  -0.131